(1)
Entry from the OMol25 dataset: 15 unconnected molecules or ions with the total composition C14H56BrN28O14 in a non-equilibrium geometry (wB97M-V/def2-TZVPD).

Kohn-Sham gap ... 7.69 eV
Calculated total energy ... -155867.67762 eV

The geometry in ORCA input format:
```
! RIJCOSX wB97M-V def2-TZVPD def2/J DEFGRID3
* xyz -1 1
Br -0.5155 -0.1627 -0.0153
O 0.6848 -0.7618 -6.6042
O -2.9288 -2.9853 -5.0352
O -2.0461 -3.9661 2.3829
O -1.8900 1.5221 -3.4804
O -0.2025 4.4225 5.0286
O 3.4193 2.2594 -0.4893
O -0.4721 -5.5632 -1.7674
O 3.2083 -1.2439 1.3273
O 2.1029 -4.2607 3.8224
O 2.1991 5.1961 2.1041
O -3.5384 0.3454 4.2649
O -5.6245 -1.6051 -0.0655
O 3.3052 2.8305 3.9239
O -2.6354 5.4350 -2.5797
N 2.8466 -2.7682 -0.2617
N 0.7550 -3.8935 -2.3852
N -1.8934 3.1919 4.2269
N 4.0155 0.8398 3.0724
N -1.0445 -3.5757 -1.1626
N -2.2708 -1.3757 -3.6258
N -3.9940 -0.4074 -0.7153
N 0.7528 -0.1967 -4.3770
N 0.0791 -4.4136 1.8435
N -1.2711 3.3685 -4.6375
N -2.5227 -0.8932 -5.7039
N 1.7725 -3.1248 5.6877
N 4.7674 0.6935 -1.1096
N 2.1047 -1.9951 3.7709
N 1.4228 4.1948 0.3048
N -1.4207 -5.9821 1.9612
N -3.1233 0.4515 2.0758
N 0.0914 2.4633 4.2457
N 2.3354 1.7927 2.2893
N -0.1219 2.7629 -2.9973
N -2.3354 4.1062 -0.7880
N -3.5569 -2.4079 0.1004
N 0.3068 5.9216 1.2178
N -3.9002 5.6197 -0.8260
N 1.2590 -2.1131 -4.9670
N -1.5800 -0.4206 3.3859
N 2.7306 0.4169 -1.5424
N 4.8282 -2.5598 0.3606
C -2.7098 -1.8239 -4.7748
C -2.8887 5.1233 -1.4003
C -1.1808 -4.6811 1.9888
C -2.8095 0.1126 3.3505
C -0.6803 3.3859 4.5955
C 3.6281 1.1753 -1.0676
C -1.1857 2.4801 -3.6659
C 3.6390 -2.0238 0.5129
C -4.4323 -1.4914 -0.2011
C -0.2630 -4.4215 -1.7066
C 3.2204 1.8847 3.1750
C 1.3732 5.1145 1.2567
C 1.9835 -3.1838 4.3868
C 0.8468 -0.9830 -5.4301
H 4.8862 -2.8650 -0.6005
H 5.5919 1.1911 -0.8050
H 0.6482 -5.2417 1.9452
H 2.3956 0.9559 1.7269
H 0.3952 0.7476 -4.3978
H 1.0586 2.6511 4.4678
H 1.9182 -2.3744 -0.3178
H -0.5510 -6.4954 1.9470
H 1.6599 -2.7028 -5.6823
H -2.0338 -2.1161 -2.9811
H 0.6284 2.9533 -3.6461
H -0.1095 2.1385 -2.2036
H 2.2737 3.6568 0.2242
H 2.9465 -0.4260 -2.0552
H -2.0305 3.4234 -1.4670
H 1.6343 2.5021 2.1302
H -4.0051 0.8822 1.8369
H -2.4856 -1.1034 -6.6911
H 1.6684 -2.1992 6.0785
H -2.2264 -0.3793 -3.4668
H -2.2076 -6.4397 2.3988
H 1.9172 -3.8864 6.3351
H 1.3709 -4.5294 -2.8714
H 4.7382 -0.0966 -1.7381
H -4.0851 6.5773 -1.0883
H -2.0686 2.4902 3.5219
H -1.2574 -0.6469 4.3158
H 0.3651 -3.4630 2.0296
H -4.2836 5.1148 -0.0397
H -3.0210 -0.2343 -0.5072
H 0.5739 4.2442 -0.2402
H -0.7657 -2.6285 -0.9500
H -0.9856 -0.4771 2.5713
H 3.6887 0.0629 2.5158
H -0.4737 3.9419 -4.8730
H -0.2101 1.6574 3.7168
H 0.9551 -0.6088 -3.4774
H 2.1079 -1.1394 4.3073
H -2.7072 3.8696 0.1208
H 0.9226 -2.9066 -2.2506
H -2.5966 -2.2855 -0.1878
H -2.3474 0.0646 -5.4356
H -1.8418 -4.0222 -0.7325
H -4.5557 0.3725 -1.0257
H -2.0616 3.2510 -5.2551
H 1.0569 -2.5016 -4.0569
H 2.5195 -1.9857 2.8501
H 0.1205 6.5457 1.9898
H 5.6306 -2.0597 0.7155
H -2.5338 3.9313 4.4783
H 3.1780 -3.4894 -0.8863
H 4.8322 0.7640 3.6617
H 1.7624 0.6941 -1.4658
H -2.5687 0.1863 1.2744
H -3.7173 -3.3210 0.5011
H -0.3542 5.9294 0.4542
*
```

=====

(2)
Entry from the OMol25 dataset: CH4O4S in the gas phase in a non-equilibrium geometry (wB97M-V/def2-TZVPD).

Kohn-Sham gap ... 9.67 eV
Calculated total energy ... -20122.12479 eV
Relative energy (zero: lowest compared OMol25 entry of this formula, charge and spin) ... 97.02 kcal per mole

The geometry in ORCA input format:
```
! RIJCOSX wB97M-V def2-TZVPD def2/J DEFGRID3
* xyz 0 1
S 0.1808 -0.8679 -1.0780
O 0.7407 -1.0604 0.4097
O -0.0898 1.6328 -2.2198
O -1.1669 -0.3202 -1.0062
O 0.9187 0.7651 -1.7287
C 0.2458 -0.4028 1.5884
H 0.7656 0.4891 2.0521
H -0.8744 1.3063 -1.8592
H 0.1478 -1.2574 2.2622
H -0.8683 -0.2845 1.5796
*
```

=====

Kohn-Sham gap of number 2 (CH4O4S)?
9.67 eV